Formula: C37H41Cl57O3
Source: OMol25
Level of theory: the ωB97M-V functional and the def2-TZVPD basis

HOMO level, eV: -9.007
Gap between HOMO and LUMO, Ha: 0.3075
Energy, hartree: -27890.9363
Multiplicity: 1

Cartesian coordinates (Å):
C: 5.87271 3.21506 -0.93932
C: 5.87950 1.66374 -0.98770
O: 4.89331 0.99557 -0.16378
C: 4.05791 1.83839 0.53954
C: 4.41208 2.29738 1.84722
C: 5.66431 1.99304 2.67245
C: 6.73045 1.02833 2.09135
C: 3.45904 3.19596 2.46914
C: 2.23594 3.60947 1.85668
C: 1.91871 3.12789 0.55439
C: 2.82456 2.22135 -0.10575
C: 2.42121 1.70082 -1.50808
O: 3.21540 1.43422 -2.36464
C: 0.90304 1.53081 -1.70830
C: 0.04963 2.36543 -1.09912
C: -1.49810 2.14086 -1.28078
C: -1.77060 0.61773 -0.87127
C: -2.33515 2.99819 -0.24430
C: -2.05678 2.59343 1.23710
C: 0.64182 3.51830 -0.23699
O: 0.19446 4.62611 -0.20839
H: 4.95140 3.66974 -1.35764
H: 6.09770 3.63055 0.07195
H: 6.72323 3.56121 -1.57970
H: 5.73895 1.35907 -2.05320
H: 6.88091 1.26458 -0.70106
H: 6.16226 2.95617 2.92891
H: 5.32130 1.56539 3.64868
H: 7.33129 1.45052 1.26106
H: 7.43733 0.74058 2.89693
H: 6.22257 0.09978 1.74064
H: 3.67791 3.58150 3.48618
H: 1.52380 4.29891 2.37582
H: 0.56189 0.69250 -2.33474
H: -1.82593 2.34566 -2.34418
H: -2.76476 0.55600 -0.37359
H: -1.73714 -0.08027 -1.73519
H: -0.99627 0.31547 -0.13047
H: -2.18712 4.07834 -0.44402
H: -3.40439 2.78951 -0.48523
H: -2.67155 1.72865 1.56437
H: -0.99563 2.30123 1.42461
H: -2.24262 3.50042 1.85694
C: -0.84246 -3.05200 -3.31387
Cl: -1.84476 -3.83924 -2.09105
Cl: -0.16258 -1.54943 -2.68052
Cl: 0.45029 -4.12108 -3.85770
H: -1.46919 -2.81915 -4.16882
C: 0.96155 -0.10632 3.52122
Cl: 2.01249 -1.47779 3.89458
Cl: 1.92763 1.34449 3.18617
Cl: -0.08892 -0.47994 2.15051
H: 0.33672 0.08648 4.38775
C: 8.20553 5.54125 4.31889
Cl: 8.78941 3.90189 4.63758
Cl: 9.38113 6.44854 3.36087
Cl: 6.64110 5.49720 3.50022
H: 8.07748 6.04663 5.27027
C: -1.05877 3.29897 4.91695
Cl: -1.71509 1.72894 4.44027
Cl: -0.29122 3.18980 6.50446
Cl: 0.09640 3.89198 3.71065
H: -1.87785 4.00357 4.98224
C: 0.20105 -7.91130 -4.26949
Cl: 0.94277 -9.45056 -3.82038
Cl: -0.63741 -8.05404 -5.81764
Cl: -0.90834 -7.36350 -3.01074
H: 0.98746 -7.17190 -4.37459
C: 3.65283 -4.51118 1.97318
Cl: 2.17970 -5.10010 1.19722
Cl: 3.95214 -2.82729 1.54299
Cl: 3.54938 -4.69532 3.73180
H: 4.48631 -5.10722 1.61889
C: 4.22940 -1.96637 -3.53893
Cl: 4.19876 -2.56172 -1.88032
Cl: 5.87744 -1.54854 -4.02023
Cl: 3.54026 -3.16373 -4.64539
H: 3.62305 -1.06724 -3.58753
C: -4.17649 2.77076 7.10932
Cl: -5.69957 2.29301 6.35567
Cl: -3.73889 4.41949 6.63745
Cl: -4.28005 2.63569 8.86594
H: -3.39855 2.09977 6.76077
C: 8.11792 -0.05263 6.40472
Cl: 8.71283 -1.68536 6.71764
Cl: 9.28084 0.85661 5.42998
Cl: 6.54076 -0.10863 5.61252
H: 8.00221 0.45523 7.35549
C: -5.12957 0.51562 -2.57268
Cl: -4.15385 -0.91179 -2.22308
Cl: -4.08412 1.91497 -2.81450
Cl: -6.15613 0.23165 -3.98188
H: -5.77059 0.71223 -1.71975
C: 6.57166 7.94347 7.23095
Cl: 6.46017 6.20751 7.54840
Cl: 7.98658 8.30202 6.23280
Cl: 5.09915 8.52855 6.45461
H: 6.68480 8.45689 8.17902
C: -7.09353 -3.15187 -2.36665
Cl: -6.38523 -4.69564 -1.88025
Cl: -7.94343 -3.31273 -3.90977
Cl: -8.18966 -2.53070 -1.12100
H: -6.28918 -2.43609 -2.49357
C: -2.10587 -0.57292 -6.76275
Cl: -1.35249 -2.10748 -6.31739
Cl: -2.95725 -0.72698 -8.29800
Cl: -3.20857 -0.03148 -5.49517
H: -1.32463 0.17114 -6.87593
C: 1.11181 -4.56364 6.68216
Cl: -0.09281 -3.66205 5.76042
Cl: 2.19093 -3.46054 7.54283
Cl: 0.33082 -5.67726 7.81006
H: 1.70542 -5.14553 5.98593
C: -5.82088 -4.92620 -6.51120
Cl: -4.82205 -6.33956 -6.15440
Cl: -4.80880 -3.50663 -6.79702
Cl: -6.86640 -5.23629 -7.90159
H: -6.44903 -4.72813 -5.65056
C: -5.16890 -7.91964 -0.03928
Cl: -3.84082 -7.76690 -1.18909
Cl: -5.56356 -6.33748 0.64285
Cl: -6.58549 -8.63898 -0.81661
H: -4.85412 -8.57310 0.76646
C: -8.85341 3.24153 -5.76527
Cl: -9.42067 1.67671 -6.35705
Cl: -8.10660 3.06961 -4.17425
Cl: -7.71913 3.96531 -6.90989
H: -9.70889 3.90056 -5.67082
C: -9.67242 -6.66218 0.32630
Cl: -11.16707 -7.13803 -0.48910
Cl: -9.22384 -5.00950 -0.10681
Cl: -9.84051 -6.82530 2.07878
H: -8.88007 -7.32573 -0.00169
C: -2.62661 3.54643 -9.23715
Cl: -2.64797 2.95005 -7.57272
Cl: -0.97766 3.93563 -9.73582
Cl: -3.34371 2.36102 -10.33327
H: -3.21911 4.45317 -9.28107

=====

Formula: CH2O4S
Source: OMol25
Level of theory: the ωB97M-V functional and the def2-TZVPD basis

HOMO level, eV: -11.207
Gap between HOMO and LUMO, Ha: 0.3586
Energy, hartree: -738.3629
Multiplicity: 1
ΔE to the lowest compared entry with this formula, charge and spin, kcal per mole: 54.45

Cartesian coordinates (Å):
C: -1.25857 0.26154 -0.10106
O: 0.99323 -1.36964 -0.77154
O: 2.16650 0.67754 -0.14696
O: -0.29474 0.70097 -0.77515
O: 0.59989 -0.23972 1.41804
S: 1.16235 -0.22565 0.07010
H: -2.26839 0.24712 -0.67021
H: -1.10027 -0.05217 0.97678

=====

Formula: C38H34I2N9ORb
Source: OMol25
Level of theory: the ωB97M-V functional and the def2-TZVPD basis

HOMO level, eV: -6.174
Gap between HOMO and LUMO, Ha: 0.2200
Energy, hartree: -2656.0426
Multiplicity: 1
ΔE to the lowest compared entry with this formula, charge and spin, kcal per mole: 7.46

Cartesian coordinates (Å):
Rb: -8.65181 -14.73111 -8.34358
C: -8.99772 -10.89560 -10.35828
N: -9.85577 -12.00863 -9.95453
C: -11.24375 -11.65645 -10.26874
C: -12.05930 -12.90275 -10.01443
N: -11.57527 -14.08992 -10.07028
C: -12.65255 -14.93938 -9.86887
C: -12.69460 -16.32161 -9.88061
C: -13.92796 -16.92275 -9.60968
C: -15.07444 -16.14523 -9.29619
C: -15.03009 -14.78352 -9.36584
C: -13.82975 -14.18692 -9.66315
N: -13.40171 -12.86732 -9.81368
C: -7.52517 -11.19473 -10.31776
N: -6.95836 -12.23386 -10.82191
C: -5.61346 -12.04828 -10.69648
C: -4.50502 -12.90201 -10.94399
C: -3.23468 -12.41936 -10.67112
C: -3.02559 -11.15326 -10.16532
C: -4.09207 -10.29649 -9.91204
C: -5.35924 -10.79383 -10.10145
N: -6.58995 -10.25458 -9.88984
H: -9.20740 -10.05769 -9.67280
H: -9.22373 -10.44307 -11.32805
H: -9.63168 -12.83252 -10.43365
H: -11.39614 -11.32431 -11.26958
H: -11.59388 -10.85227 -9.53927
H: -11.83674 -16.96834 -10.06041
H: -13.95516 -18.00657 -9.62338
H: -16.02127 -16.60402 -9.04052
H: -15.94548 -14.21275 -9.07192
H: -13.90479 -12.07099 -9.52351
H: -4.56240 -13.89366 -11.39928
H: -2.37131 -13.09751 -10.79634
H: -2.00369 -10.88021 -9.97269
H: -3.87687 -9.34879 -9.43566
H: -6.76401 -9.43033 -9.30234
I: -11.90363 -22.06049 -5.00069
C: -11.33826 -20.10457 -5.65351
C: -12.16869 -19.06411 -5.44705
C: -11.87889 -17.80944 -5.95371
I: -13.13957 -16.23970 -5.74834
C: -10.67204 -17.52285 -6.64679
O: -10.25951 -16.36996 -6.97252
C: -9.87782 -18.70833 -6.95372
C: -8.61859 -18.50537 -7.74814
N: -7.63459 -17.74732 -6.96117
C: -6.27805 -18.04685 -7.36663
C: -6.06074 -17.81908 -8.79012
C: -5.97227 -18.85292 -9.64979
C: -5.82133 -18.66740 -11.01582
C: -5.80025 -17.38977 -11.53483
C: -5.94945 -16.37863 -10.61598
N: -6.09294 -16.54377 -9.27447
C: -10.17222 -19.93011 -6.45028
H: -13.00450 -19.21598 -4.80390
H: -8.72305 -17.95646 -8.68746
H: -8.22807 -19.51728 -7.99158
H: -7.72040 -17.90707 -5.99070
H: -5.95084 -19.06001 -7.23963
H: -5.55489 -17.49544 -6.80354
H: -6.14831 -19.86117 -9.28259
H: -5.78010 -19.45439 -11.75025
H: -5.68446 -17.12509 -12.60249
H: -5.90604 -15.33788 -10.98169
H: -9.54853 -20.80347 -6.70478
N: -9.34811 -16.94669 -11.31151
C: -8.72391 -16.96641 -12.52330
C: -8.46627 -18.14833 -13.20956
C: -7.72605 -18.11526 -14.41716
C: -7.32062 -16.97268 -15.00901
C: -7.62403 -15.75688 -14.33607
C: -7.37991 -14.53172 -14.94792
C: -7.80310 -13.34042 -14.41195
C: -8.53788 -13.38685 -13.19067
N: -8.84233 -14.52813 -12.57790
C: -8.40152 -15.72456 -13.14180
H: -9.90064 -17.78500 -11.12068
H: -9.83888 -16.08140 -11.15394
H: -8.79220 -19.07839 -12.80452
H: -7.49442 -19.11648 -14.76786
H: -6.76974 -16.90642 -15.98989
H: -6.81868 -14.56192 -15.84218
H: -7.59722 -12.38058 -14.91246
H: -8.87987 -12.48791 -12.69284

=====

Formula: C23H29IrN5O2SSb2Se
Source: OMol25
Level of theory: the ωB97M-V functional and the def2-TZVPD basis

HOMO level (alpha / beta), eV: -10.007 / -10.543
Gap between HOMO and LUMO (alpha / beta), Ha: 0.2808 / 0.1879
Energy, hartree: -4702.2029
Multiplicity: 5
Charge: +1

Cartesian coordinates (Å):
Ir: 0.68024 -0.39684 -0.11666
C: 1.10757 -3.91065 2.14702
Sb: -0.18713 -2.33599 1.54258
C: -0.70936 -1.50057 3.42508
C: -1.93265 -3.44941 0.95002
C: -3.15475 -2.76438 1.45805
C: -3.62341 -3.06987 2.73410
C: -4.69413 -2.39280 3.29036
C: -5.31552 -1.38759 2.56379
C: -4.88317 -1.09981 1.28126
C: -3.81232 -1.78096 0.69695
C: -3.46947 -1.49811 -0.72510
Sb: -1.95864 0.00389 -1.28154
C: -2.70858 0.15418 -3.26790
C: -2.86546 1.63121 -0.26846
H: 0.62662 -4.41836 2.98218
H: 2.07512 -3.52549 2.45925
H: 1.24657 -4.60930 1.32489
H: -1.45317 -2.11609 3.92537
H: -1.10925 -0.49918 3.28495
H: 0.19243 -1.44914 4.03389
H: -1.81067 -4.44913 1.36762
H: -1.90881 -3.52633 -0.13512
H: -3.13963 -3.86116 3.29647
H: -5.04583 -2.65256 4.27967
H: -6.15283 -0.84774 2.98454
H: -5.40456 -0.34803 0.70066
H: -4.35206 -1.07633 -1.21216
H: -3.22153 -2.40144 -1.28448
H: -3.79574 0.15266 -3.19663
H: -2.38233 -0.69210 -3.86798
H: -2.35357 1.07937 -3.70977
H: -3.77814 1.89337 -0.80362
H: -2.19576 2.48565 -0.24640
H: -3.11686 1.32459 0.74600
N: 5.83881 1.77422 -3.94900
C: 4.58514 2.01703 -3.45910
C: 3.52334 1.15599 -3.77491
C: 2.27269 1.36782 -3.23969
C: 2.05346 2.44864 -2.39356
C: 3.08791 3.32554 -2.08638
C: 4.34482 3.10786 -2.61104
S: 0.48823 2.66326 -1.65285
O: 0.25258 4.04009 -1.37057
O: -0.47697 1.93000 -2.44707
N: 0.53826 1.78572 -0.25885
C: 1.36954 2.09438 0.77083
N: 1.92591 3.27213 1.00774
C: 2.70965 3.34022 2.07682
C: 2.96143 2.26220 2.91770
C: 2.36084 1.06391 2.58221
N: 1.56654 0.98466 1.52146
H: 5.94431 1.12847 -4.71110
H: 6.53015 2.50102 -3.89349
H: 3.69124 0.32450 -4.44772
H: 1.44961 0.71433 -3.49986
H: 2.89244 4.17493 -1.44645
H: 5.15279 3.79000 -2.37870
H: 3.16587 4.30525 2.26632
H: 3.60451 2.35250 3.77882
H: 2.51135 0.15674 3.15513
Se: 4.91411 -1.79508 -1.57932
C: 3.25538 -1.54922 -1.23798
N: 2.09287 -1.40263 -0.99830

=====

Which of these has the highest multiplicity?
C23H29IrN5O2SSb2Se